Computed, not measured: a cluster of 2 separate species, CH4N3OP in total at a distorted geometry, with ωB97M-V/def2-TZVPD.

```
10
Properties=species:S:1:pos:R:3:lowdin_charge:R:1
C -0.5765 1.4824 0.6728 -0.554
N 0.1084 2.3754 0.4633 0.123
N -0.5696 -0.7304 -1.2237 -0.308
N 1.2264 -0.8038 0.4909 -0.210
O -1.4739 0.6093 0.7860 0.010
P 0.9585 -0.5386 -1.1661 0.814
H -0.7774 -0.7728 -2.1932 -0.031
H -1.2167 -0.2489 0.1317 0.088
H 0.4108 -1.0823 1.0614 0.054
H 1.9100 -0.2903 0.9769 0.014
```

Net charge: 0
E_HOMO (eV): -10.42
Orbital gap (eV): 10.11
2S+1: 1
E_LUMO (Ha): -0.011
SMILES: [H]/N=P/N.N#CO

***

Computed, not measured: a structure of composition CH4N3OS at a distorted geometry, with ωB97M-V/def2-TZVPD.

```
10
Properties=species:S:1:pos:R:3:lowdin_charge:R:1
C 0.4589 -0.4285 0.1400 -0.262
N -0.4389 -1.2421 -0.0094 0.033
N -0.4623 1.2939 0.1487 -0.278
N 1.7564 -0.2894 0.0769 0.174
O -1.6901 -1.0472 0.0171 -0.237
S -1.9658 0.8396 -0.0351 1.175
H -0.1176 1.5560 1.0833 0.082
H 2.1341 -0.3536 -0.8772 0.158
H 2.2189 -0.8497 0.7769 0.141
H -1.8936 0.5210 -1.3213 0.015
```

Net charge: +1
E_HOMO (eV): -15.35
Orbital gap (eV): 9.87
2S+1: 1
E_LUMO (Ha): -0.201

***

Computed, not measured: a structure of composition CH4N4 at a distorted geometry, with ωB97M-V/def2-TZVPD.

```
9
Properties=species:S:1:pos:R:3:lowdin_charge:R:1
C -0.2247 1.3664 1.2827 -0.319
N 0.5787 -2.0221 -2.1946 0.115
N -0.0584 1.0391 -0.0442 -0.029
N 0.2737 -1.3741 -1.2349 -0.213
N 0.2258 -0.7775 -0.2657 0.149
H 0.3093 0.7234 1.9901 0.068
H -1.2845 1.4465 1.5836 0.059
H 0.2347 2.3641 1.3600 0.085
H -0.0546 -2.7658 -2.4771 0.084
```

Net charge: 0
E_HOMO (alpha / beta) (eV): -8.15 / -8.00
Orbital gap (alpha / beta) (eV): 7.93 / 7.89
2S+1: 1
E_LUMO (alpha / beta) (Ha): -0.008 / -0.004

***

Computed, not measured: an isolated molecule of CH4N4O2 at a distorted geometry, with ωB97M-V/def2-TZVPD.

```
11
Properties=species:S:1:pos:R:3:lowdin_charge:R:1
C -0.7766 -0.8106 -0.1469 -0.093
N -1.5285 0.4355 0.0551 -0.004
N -0.1899 1.1776 0.0882 0.015
N 0.4668 0.0231 -0.3863 -0.048
N 1.7755 -0.1311 0.0123 -0.486
O 2.0862 -1.2472 0.1643 0.105
O 2.4101 0.8501 0.1157 0.114
H -0.6066 -1.3871 0.6969 0.094
H -1.2138 -1.3283 -0.9209 0.086
H -2.1275 0.3894 0.8474 0.083
H -0.2959 2.0285 -0.5257 0.134
```

Net charge: 0
E_HOMO (eV): -9.00
Orbital gap (eV): 9.85
2S+1: 1
E_LUMO (Ha): 0.031
SMILES: O=[N+]([O-])N1CNN1

***

Relative energy (zero: lowest compared OMol25 entry of this formula, charge and spin) values, unit kJ/mol, following the record order: 105.8 399.6 716.6 494.7.